DFT (ωB97M-V/def2-TZVPD) results for a cluster of 14 separate species, C29H91N13O14 in total in a non-equilibrium geometry.

Output
Multiplicity: 1
Total charge: 0
Kohn-Sham gap in eV: 8.9377
Energy above the lowest of the compared OMol25 structures with the same formula, charge and spin in kcal/mol: 0.0
Highest occupied orbital energy in eV: -9.030
Maximum force in eV Å⁻¹: 5.09

Each line ends with the Mulliken charge.
Positions of all 147 atoms, in Å:
C 0.91 3.84 -2.41  -0.265
O 1.70 5.01 -2.38  -0.554
H -0.03 3.93 -1.84  0.264
H 0.57 3.58 -3.42  0.429
H 1.50 3.11 -1.87  -0.204
H 1.27 5.70 -2.89  0.298
C 1.02 2.55 4.71  -0.530
O 1.76 1.48 4.20  -0.593
H 1.53 2.90 5.60  0.306
H 0.91 3.30 3.92  0.168
H 0.04 2.24 5.08  0.157
H 1.19 1.06 3.44  0.370
C 4.79 2.56 -0.65  -0.731
O 4.69 1.16 -0.64  -0.310
H 5.83 2.86 -0.73  0.297
H 4.18 2.99 -1.45  0.226
H 4.43 2.92 0.31  0.278
H 4.62 0.83 -1.57  0.344
C 0.05 4.93 1.07  -0.613
O -1.07 4.15 1.41  -0.593
H 0.98 4.34 0.97  0.132
H -0.06 5.45 0.11  0.273
H 0.18 5.67 1.85  0.334
H -1.11 3.42 0.74  0.192
C 0.55 -1.97 -2.88  0.430
O 0.12 -3.33 -3.00  -0.666
H -0.06 -1.42 -2.14  -0.304
H 1.61 -1.90 -2.58  -0.148
H 0.47 -1.43 -3.83  0.278
H 0.32 -3.72 -2.09  0.309
C 6.16 0.08 3.00  0.471
O 7.32 0.41 2.60  -0.686
N 5.02 0.28 2.17  -0.296
N 5.92 -0.48 4.28  -0.191
H 4.10 0.05 2.49  0.491
H 5.15 0.48 1.19  0.208
H 6.64 -0.48 4.98  0.241
H 5.05 -0.91 4.53  0.141
C 5.04 -3.28 2.02  0.513
O 5.47 -3.95 1.11  -0.641
N 4.80 -1.91 1.84  0.352
N 4.60 -3.75 3.26  -0.442
H 4.89 -1.52 0.93  -0.001
H 4.62 -1.33 2.64  -0.572
H 4.05 -3.16 3.84  0.180
H 4.59 -4.76 3.24  0.266
C -2.47 -2.91 1.46  0.144
O -1.98 -2.36 0.44  -0.073
N -3.26 -2.22 2.41  -0.279
N -2.44 -4.36 1.53  -0.357
H -3.63 -2.79 3.14  0.185
H -3.34 -1.22 2.51  0.094
H -2.48 -4.88 0.68  0.251
H -2.66 -4.89 2.35  0.177
C -4.16 -2.92 -2.53  0.474
O -4.53 -3.07 -3.65  -0.661
N -4.71 -3.67 -1.47  -0.299
N -3.18 -2.03 -2.15  0.157
H -4.38 -3.49 -0.55  0.129
H -5.52 -4.24 -1.58  0.192
H -2.72 -1.46 -2.83  0.127
H -2.70 -2.04 -1.24  -0.242
C -5.84 3.86 -2.57  -1.291
C -6.30 3.60 -1.12  0.101
C -6.66 2.15 -0.94  -0.702
O -5.52 1.35 -1.05  0.095
C -5.73 -0.03 -0.94  -0.690
N -5.27 4.09 -0.21  -0.543
H -5.65 4.90 -2.77  0.362
H -6.57 3.46 -3.27  0.389
H -4.96 3.22 -2.66  0.143
H -7.21 4.18 -0.92  0.433
H -7.33 1.82 -1.76  0.463
H -7.20 1.99 0.01  0.294
H -4.76 -0.49 -1.12  -0.018
H -6.35 -0.39 -1.78  0.457
H -6.17 -0.32 0.02  0.343
H -4.43 3.53 -0.23  0.056
H -5.63 4.09 0.74  0.326
C -3.89 1.55 1.89  -0.047
C -3.69 1.54 3.40  0.377
C -4.92 1.11 4.12  -0.875
O -4.73 1.25 5.52  -0.340
C -5.91 1.00 6.23  -0.767
N -2.51 0.71 3.77  -0.372
H -4.47 2.43 1.61  0.138
H -4.30 0.63 1.47  0.112
H -2.92 1.67 1.40  -0.633
H -3.39 2.56 3.65  0.514
H -5.08 0.03 3.87  0.268
H -5.82 1.64 3.78  0.547
H -6.62 1.82 6.10  0.295
H -5.68 0.86 7.28  0.256
H -6.41 0.07 5.92  0.309
H -1.81 1.35 4.16  -0.149
H -2.74 0.16 4.60  0.304
C 2.10 0.11 0.27  0.509
C 0.86 0.86 0.65  0.953
C -0.24 0.80 -0.40  0.440
O -1.14 1.90 -0.26  1.453
C -1.99 2.17 -1.36  -0.959
N 0.35 0.46 1.97  -0.269
H 2.93 0.29 0.95  0.012
H 2.43 0.41 -0.73  -0.075
H 1.86 -0.96 0.16  -0.608
H 1.19 1.90 0.78  -0.759
H -0.84 -0.12 -0.29  -0.393
H 0.20 0.78 -1.41  -0.552
H -2.77 1.40 -1.50  -0.147
H -1.45 2.24 -2.32  0.347
H -2.40 3.17 -1.22  0.387
H 0.02 -0.51 1.94  -0.070
H -0.55 0.94 2.15  0.278
C 2.28 1.47 -4.61  -1.245
C 3.38 0.45 -4.58  0.343
C 4.42 0.84 -5.60  -1.029
O 5.40 -0.18 -5.64  -0.315
C 6.33 -0.05 -6.75  -0.779
N 3.97 0.25 -3.27  -0.426
H 1.46 1.06 -4.01  0.063
H 1.90 1.50 -5.63  0.500
H 2.55 2.41 -4.16  0.394
H 2.96 -0.51 -4.89  0.200
H 4.84 1.80 -5.24  0.356
H 3.98 1.05 -6.57  0.526
H 6.85 0.92 -6.73  0.311
H 5.84 -0.19 -7.72  0.293
H 7.09 -0.83 -6.64  0.250
H 4.97 0.06 -3.49  0.370
H 3.70 -0.68 -2.93  -0.082
C 1.20 -4.02 1.87  -0.591
C 1.43 -4.37 0.41  1.821
C 2.19 -5.65 0.06  -0.863
O 2.44 -5.77 -1.28  -0.352
C 3.54 -5.01 -1.69  -0.449
N 0.14 -4.37 -0.32  -0.324
H 0.63 -3.09 1.92  -0.113
H 2.11 -3.82 2.46  -0.056
H 0.70 -4.85 2.39  0.343
H 2.00 -3.54 -0.06  -1.041
H 1.55 -6.47 0.42  0.403
H 3.12 -5.66 0.66  0.362
H 3.47 -3.94 -1.45  0.066
H 3.68 -5.12 -2.76  0.256
H 4.43 -5.40 -1.17  0.338
H -0.30 -5.28 -0.40  0.277
H -0.50 -3.68 0.10  -0.132